(1)
Here is C33H30CeClN5OS3 as an isolated structure from the Open Molecules 2025 dataset. Energies are from ωB97M-V with the def2-TZVPD basis set.

HOMO energy (spin up / spin down): -7.11 / -7.11 eV
Relative energy (zero: lowest compared OMol25 entry of this formula, charge and spin): 3.064 eV
LUMO energy (spin up / spin down): -1.084 / -1.083 eV
HOMO-LUMO gap (spin up / spin down): 6.022 / 6.022 eV
Total charge: 0

Structure (XYZ):
```
74
C33H30CeClN5OS3 (ωB97M-V with the def2-TZVPD basis set)
Ce 9.9954 9.7080 9.6063
Cl 12.9158 9.4588 16.6054
S 10.8443 9.4128 7.1285
S 8.0529 7.7380 9.2128
S 7.5175 7.3828 6.2646
O 9.6517 9.0753 11.7838
N 10.8049 7.9758 8.1020
N 12.1747 11.5621 9.5866
N 7.8593 11.3764 8.9810
N 12.0586 8.3775 10.4846
N 9.8268 11.8827 10.7872
C 8.5584 11.6196 11.3278
C 7.5092 11.3705 10.3825
C 10.5882 6.5779 6.1450
C 11.9558 13.6708 13.2655
C 14.0341 6.3056 7.4198
C 12.4598 8.5211 11.7044
C 11.7576 9.0123 12.8500
C 8.2121 11.4495 12.7256
C 9.7087 8.9547 14.1205
C 10.7854 13.0560 12.7288
C 10.8583 12.3870 11.4519
C 13.2280 12.8757 11.4275
C 12.8280 7.7108 9.5018
C 9.9903 6.8748 7.4618
C 10.3536 9.0360 12.8529
C 12.1334 7.4668 8.3318
C 6.2310 11.0304 10.8585
C 12.1177 12.2611 10.8485
C 11.8640 6.4119 6.0359
C 6.9283 11.1503 13.0912
C 14.1502 7.3216 9.6188
C 13.4173 11.0067 9.1122
C 13.1951 13.5441 12.6678
C 8.0353 12.7368 8.4530
C 6.9210 10.7594 8.0735
C 11.7573 12.5445 8.5978
C 12.5444 9.0558 14.0054
C 10.4712 9.0980 15.2542
C 11.9007 9.1905 15.2421
C 12.6898 6.7243 7.2494
C 8.5278 7.3357 7.5392
C 14.7146 6.5685 8.6088
C 5.8874 10.9118 12.1747
H 14.0593 14.1413 12.9397
H 10.7470 12.9212 8.7372
H 10.0478 6.0828 8.1775
H 9.9742 6.2564 5.3152
H 12.3851 6.0817 5.1143
H 13.2935 10.4321 8.2160
H 11.9273 14.2343 14.1835
H 8.8198 13.2558 8.9759
H 13.6300 9.0708 13.9288
H 14.6648 5.7830 6.6289
H 14.7077 7.6756 10.5388
H 10.0552 9.2998 16.2249
H 13.9035 10.3116 9.8659
H 8.2372 12.6789 7.4050
H 9.8102 13.1831 13.2304
H 6.1869 11.4415 7.7363
H 7.0225 13.3042 8.4806
H 14.1326 11.7217 8.8404
H 8.9538 11.5698 13.4776
H 12.4570 13.3999 8.6328
H 11.8264 12.0393 7.5805
H 13.4567 8.2217 11.9612
H 14.1597 12.8357 10.8837
H 6.8480 11.0286 14.1333
H 5.4148 10.9252 10.1236
H 6.5414 9.7450 8.4707
H 4.8797 10.7096 12.5664
H 7.4421 10.3444 7.2184
H 8.6088 9.1275 14.2004
H 15.7780 6.5372 8.4648
```

Atomic partial charges in e from the Mulliken method, atoms 1 to 2: atom 1 (Ce): -0.26, atom 2 (Cl): -0.24

***

(2)
Here is a 9-piece molecular cluster, C33H30Cl6F48O6 overall from the Open Molecules 2025 dataset. Energies are from ωB97M-V with the def2-TZVPD basis set.

HOMO energy: -10.58 eV
LUMO energy: 0.282 eV
HOMO-LUMO gap: 10.866 eV
Total charge: 0
SMILES string: FC(F)C(F)(F)COC(F)(F)C(F)F.FC(F)C(F)(F)COC(F)(F)C(F)F.FC(F)C(F)(F)COC(F)(F)C(F)F.FC(F)C(F)(F)COC(F)(F)C(F)F.FC(F)C(F)(F)COC(F)(F)C(F)F.FC(F)C(F)(F)COC(F)(F)C(F)F.ClCCl.ClCCl.ClCCl

Structure (XYZ):
```
123
C33H30Cl6F48O6 (ωB97M-V with the def2-TZVPD basis set)
Cl 21.6720 4.8594 -12.5640
Cl 19.9585 5.9296 -8.5072
Cl 20.7913 5.5248 -15.2814
Cl 21.7704 8.2390 -10.6021
Cl 17.9834 6.5778 -10.5431
Cl 24.4281 8.5601 -11.7202
F 21.1242 13.0101 -8.3448
F 25.9539 2.1235 -10.7577
F 24.4391 5.9655 -13.2037
F 18.1912 9.4372 -12.1774
F 16.1986 12.0044 -8.7820
F 20.1910 15.1110 -16.3472
F 25.7356 10.5593 -15.5087
F 23.5373 7.3160 -8.0851
F 15.5088 8.9092 -14.3853
F 17.8102 9.7373 -8.8964
F 20.1526 10.4106 -12.5141
F 23.5253 5.1368 -2.9180
F 24.6534 4.3000 -9.5374
F 21.3355 13.4403 -12.1546
F 28.1137 9.7409 -17.9792
F 21.3877 6.0045 -5.6479
F 17.8367 13.1145 -7.8238
F 26.2777 11.8530 -17.2014
F 15.9518 7.7731 -16.1624
F 27.6050 4.3493 -9.7090
F 24.7855 4.0488 -15.1867
F 28.4321 10.7869 -16.0815
F 21.9134 7.2776 -17.4492
F 22.7139 5.2655 -9.8488
F 22.8774 7.1821 -3.6184
F 18.5944 11.4538 -9.9439
F 20.3409 8.9942 -14.9338
F 22.9895 8.4046 -15.8237
F 23.6309 8.6564 -19.3164
F 23.6184 10.5030 -8.8525
F 22.0867 11.6777 -6.8272
F 18.4252 17.1743 -14.1203
F 15.6939 11.2737 -15.8184
F 29.1556 3.5209 -10.9387
F 23.5685 13.1748 -14.8813
F 27.6172 1.7974 -12.0906
F 19.8948 7.6707 -13.2470
F 25.4304 6.3076 -7.8856
F 20.8128 12.5104 -14.0580
F 20.9801 16.9278 -15.4207
F 25.6621 6.6752 -14.9386
F 21.9733 9.7622 -18.4474
F 22.2519 4.0227 -5.1851
F 17.6648 15.7156 -15.6023
F 26.9718 4.1830 -14.9955
F 14.4514 9.8162 -16.9493
F 23.2111 11.5629 -13.3870
F 22.6326 11.9145 -10.3436
O 23.5851 5.2812 -7.2557
O 19.3952 10.9192 -7.9200
O 17.4795 9.1575 -15.4002
O 26.5680 3.7677 -12.0877
O 21.5991 14.6267 -14.0047
O 25.4248 9.8160 -17.6115
C 18.3187 10.9741 -8.7324
C 22.9953 8.0436 -17.1489
C 19.0546 9.8792 -13.1551
C 17.3046 11.8781 -8.0233
C 15.7004 10.0978 -16.4685
C 24.0923 10.3092 -17.7011
C 24.1272 6.1217 -8.1439
C 23.1139 12.9125 -13.6247
C 25.7141 3.4174 -13.1516
C 27.6101 9.9483 -16.7601
C 23.7099 5.6968 -5.9306
C 19.3806 8.6649 -14.0252
C 26.9891 2.7323 -11.3329
C 28.0105 3.2502 -10.3347
C 20.3036 15.1918 -13.9805
C 25.6685 5.8287 -13.8782
C 18.1430 8.1120 -14.6890
C 21.4453 4.2736 -14.2176
C 18.6703 16.6082 -15.3115
C 26.2046 10.5477 -16.7810
C 20.6659 10.7063 -8.5030
C 20.0480 15.9364 -15.2830
C 24.0041 5.4992 -9.5353
C 16.1507 8.9610 -15.5643
C 21.6788 11.7751 -8.1311
C 22.7055 8.3901 -12.1165
C 22.4646 5.3632 -5.1228
C 21.6705 13.3802 -13.4691
C 19.4799 5.6910 -10.1828
C 23.1916 9.1835 -18.1483
C 25.8011 4.3820 -14.3152
C 22.9271 11.7070 -9.0217
C 22.6083 5.8252 -3.6725
H 23.9923 6.7485 -5.8340
H 27.6467 9.0041 -16.2107
H 24.0574 11.0972 -18.4531
H 18.6881 17.3186 -16.1504
H 22.3968 3.9010 -14.5780
H 18.4784 7.3814 -15.4325
H 24.4416 6.1881 -10.2643
H 21.5982 5.6718 -3.2384
H 17.4959 7.6259 -13.9607
H 23.6317 12.4797 -8.6577
H 22.5951 7.4882 -12.7020
H 18.6170 10.7302 -13.6841
H 17.0744 11.4517 -7.0423
H 25.9755 2.4404 -13.5701
H 20.9968 9.7368 -8.1184
H 23.9165 7.4433 -17.2762
H 23.7154 10.7402 -16.7770
H 19.5046 14.4612 -13.8366
H 24.7018 3.3111 -12.7567
H 24.5687 5.2051 -5.4545
H 20.6468 10.5977 -9.5881
H 22.4067 9.3060 -12.6043
H 23.7673 13.4134 -12.9009
H 16.3648 10.1759 -17.3336
H 20.7456 3.4464 -14.2022
H 20.2042 15.9332 -13.1848
H 28.1932 2.4822 -9.5787
H 26.4047 6.0874 -13.1010
H 19.2985 4.6533 -10.4462
H 20.2536 6.0253 -10.8636
```

Atomic partial charges in e from the Mulliken method, atoms 1 to 2: atom 1 (Cl): 0.06, atom 2 (Cl): -0.09

***

(3)
Here is C33H30FN8O6PSW as an isolated structure from the Open Molecules 2025 dataset. Energies are from ωB97M-V with the def2-TZVPD basis set.

HOMO energy (spin up / spin down): -12.48 / -12.15 eV
Spin multiplicity: 3
Relative energy (zero: lowest compared OMol25 entry of this formula, charge and spin): 8.223 eV
LUMO energy (spin up / spin down): -6.181 / -6.833 eV
HOMO-LUMO gap (spin up / spin down): 6.299 / 5.315 eV
⟨S²⟩: 2.0583
Total charge: +2

Structure (XYZ):
```
81
C33H30FN8O6PSW (ωB97M-V with the def2-TZVPD basis set)
W 2.6681 -2.5840 -0.5457
S -0.1401 -3.6386 -1.1876
P 5.3980 -1.4192 -1.4635
F -7.0256 0.8079 -2.1359
O -0.4405 -2.5033 -1.9941
O -0.7353 1.0794 1.0706
O 1.0441 -2.7192 2.4392
O 0.4275 -4.7768 -1.9010
O -2.6444 1.5336 -1.1020
O -0.1814 3.2705 1.3807
N 5.5469 -0.5020 1.1952
N 3.9958 -2.0863 0.9167
N 3.6061 -3.6094 -1.8984
N 3.8313 0.9462 -2.0885
N 0.9732 -3.1158 0.0663
N 5.5983 -3.9446 -2.9065
N 2.5918 -0.7859 -1.3870
N -4.3829 3.8799 1.5325
C -2.9641 -4.2367 2.3234
C 5.0903 -1.4807 0.3539
C -3.4090 -4.5730 1.0171
C 3.8537 -1.5792 2.2330
C -3.1122 1.9678 -0.0510
C 4.7757 -2.9850 -2.3307
C -0.9539 2.3220 1.1795
C 6.8565 0.1380 1.1029
C 3.8488 -0.3981 -1.8534
C -3.7981 6.1215 2.3986
C -1.2405 -4.0736 0.0963
C -2.5627 -4.4546 -0.0545
C -7.1747 4.5258 1.2684
C -5.3075 1.2379 -0.7809
C 6.7359 -3.6555 -3.7672
C -0.8038 -3.7218 1.3491
C -6.1197 5.5762 1.3873
C -6.6494 1.4435 -0.9915
C 3.6582 -4.9767 -2.3966
C -2.4096 2.5486 1.0923
C 4.8758 1.7551 -2.6023
C 4.7938 -0.5770 2.4198
C 4.8498 -5.1213 -2.9482
C -5.2447 3.0181 0.8225
C 2.4718 1.3464 -1.8129
C -6.6224 3.2277 0.6377
C 0.4658 -3.0783 1.4123
C -4.5557 2.0502 0.0489
C -1.6472 -3.7893 2.4832
C -7.3115 2.3875 -0.2567
C -4.9114 5.0477 2.2168
C 1.7409 0.3027 -1.3785
C -3.0818 3.5172 1.8087
H 2.0997 2.3357 -1.9096
H 7.6396 -0.6323 1.3774
H -4.4549 -4.8076 0.8066
H -3.1645 6.3817 1.5399
H 7.0671 0.6116 0.1361
H 5.2683 -5.9425 -3.5717
H 2.8041 -5.6530 -2.2000
H -7.9769 4.8593 0.5800
H -1.2138 -3.3841 3.3901
H -3.6263 -4.2574 3.1532
H -5.7552 5.8579 0.3245
H 3.2085 -2.0999 2.9397
H 5.0574 -0.0155 3.3161
H 6.8928 0.8213 1.9707
H -2.6679 4.0332 2.6104
H -4.3269 6.9914 2.7798
H -5.1926 4.7188 3.2563
H 7.5946 -3.0971 -3.3477
H 0.7428 0.1107 -1.0931
H 7.1697 -4.5725 -4.1867
H 5.6087 1.2782 -3.3166
H 5.4354 2.1520 -1.7720
H 4.4869 2.6282 -3.1059
H -3.1535 5.8516 3.2543
H 6.3990 -3.0245 -4.6120
H -7.5706 4.2928 2.2610
H -4.7717 0.4905 -1.3766
H -6.5192 6.5289 1.8455
H -8.3825 2.4091 -0.3917
H -2.9661 -4.5317 -1.0761
```

Atomic partial charges in e from the Mulliken method, atoms 1 to 2: atom 1 (W): 0.17, atom 2 (S): 0.94